Here is a molecular structure, C33H32NP2S3TeV from the Open Molecules 2025 dataset. Energies are from ωB97M-V with the def2-TZVPD basis set.

- 2S+1 = 3
- HOMO-LUMO gap (spin up / spin down) (eV) = 2.9 / 5.8
- LUMO (spin up / spin down) (eV) = 4.24 / 4.24
- charge = -2
- HOMO (spin up / spin down) (eV) = 1.37 / -1.53

Geometry as XYZ:
```
73
C33H32NP2S3TeV, DFT ωB97M-V with the def2-TZVPD basis set
V -0.132 1.593 1.391
S -1.272 -0.213 2.636
P -0.870 -0.963 0.783
C -0.754 0.338 -0.252
P 0.617 0.728 -1.204
S 1.633 2.184 -0.187
C 1.653 -0.537 -1.792
C 3.049 -0.653 -1.535
C 3.779 -1.718 -1.981
C 3.166 -2.780 -2.716
C 1.795 -2.675 -2.983
C 1.041 -1.611 -2.549
C -0.067 1.516 -2.735
C 0.783 1.753 -3.813
C 0.309 2.366 -4.962
C -1.028 2.741 -5.048
C -1.886 2.493 -3.984
C -1.404 1.879 -2.834
C 0.604 -2.038 0.950
C 1.685 -1.553 1.682
C 2.858 -2.280 1.774
C 2.961 -3.506 1.128
C 1.895 -3.994 0.390
C 0.715 -3.263 0.302
C -2.177 -2.163 0.301
C -2.645 -3.125 1.192
C -3.632 -4.017 0.804
C -4.156 -3.948 -0.484
C -3.695 -2.987 -1.373
C -2.707 -2.092 -0.979
H 3.531 0.126 -0.952
H 4.837 -1.766 -1.745
H 3.739 -3.633 -3.054
H 1.301 -3.466 -3.543
H -0.018 -1.574 -2.785
H 1.818 1.434 -3.740
H 0.979 2.544 -5.795
H -1.401 3.218 -5.947
H -2.930 2.777 -4.047
H -2.057 1.665 -1.994
H 1.627 -0.598 2.202
H 3.687 -1.879 2.343
H 3.887 -4.067 1.177
H 1.984 -4.932 -0.145
H -0.098 -3.637 -0.305
H -2.237 -3.162 2.197
H -3.993 -4.763 1.502
H -4.929 -4.644 -0.790
H -4.105 -2.927 -2.375
H -2.341 -1.319 -1.647
Te 1.243 2.642 3.557
C 2.479 1.156 4.416
C 2.219 -0.178 4.589
C 3.289 -0.894 5.194
C 4.359 -0.100 5.482
S 4.062 1.514 4.983
H 1.288 -0.628 4.274
H 3.262 -1.956 5.394
H 5.294 -0.385 5.935
C -3.388 3.153 0.725
C -2.085 3.876 1.064
C -2.274 4.787 2.279
C -1.591 4.682 -0.138
N -1.097 2.889 1.395
H -4.163 3.869 0.433
H -3.737 2.578 1.584
H -3.218 2.451 -0.092
H -3.024 5.557 2.073
H -1.332 5.275 2.535
H -2.592 4.203 3.143
H -2.337 5.427 -0.430
H -1.396 4.022 -0.983
H -0.656 5.190 0.103
```

Atomic partial charges in e from the Löwdin method, atoms 1 to 8: -0.09, 0.30, 0.41, -0.60, 0.42, 0.29, -0.42, -0.16


Here is a molecular structure, C33H33CdClIN7O9S from the Open Molecules 2025 dataset. Energies are from ωB97M-V with the def2-TZVPD basis set.

- 2S+1 = 1
- HOMO-LUMO gap (eV) = 5.3
- LUMO (eV) = 3.63
- charge = -2
- HOMO (eV) = -1.63

Geometry as XYZ:
```
86
C33H33CdClIN7O9S, DFT ωB97M-V with the def2-TZVPD basis set
Cd -1.639 0.620 0.871
O -3.289 -3.209 0.468
C -2.651 -2.174 0.436
O -2.515 -1.345 1.421
C -1.883 -1.776 -0.890
O -1.959 -2.507 -1.864
O -1.182 -0.685 -0.839
N 2.246 0.430 3.520
C 2.559 -0.829 3.964
C 3.724 -1.049 4.713
C 4.035 -2.306 5.205
C 3.194 -3.386 4.958
C 2.056 -3.185 4.189
C 1.728 -1.931 3.688
S 0.259 -1.712 2.729
N 0.730 -0.339 1.819
C 1.157 0.728 2.651
C 0.599 1.959 2.597
C 0.970 3.024 3.521
C 0.511 4.284 3.332
C -0.334 4.583 2.226
C -0.741 3.525 1.453
N -0.345 2.253 1.607
H 2.897 1.168 3.731
H 4.380 -0.206 4.912
H 4.942 -2.444 5.782
H 3.423 -4.368 5.353
H 1.392 -4.015 3.970
H 1.556 2.773 4.396
H 0.763 5.063 4.044
H -0.700 5.581 2.032
H -1.450 3.690 0.648
N -4.531 -0.364 3.096
C -3.920 0.832 3.067
O -2.730 1.029 3.208
C -4.336 2.980 2.321
I -6.950 2.644 0.278
H -3.919 -1.096 2.726
H -5.474 -0.359 2.739
H -3.331 3.225 2.662
H -5.029 3.800 2.430
C -1.492 -2.240 -6.318
C -0.338 -1.264 -6.522
N -0.235 -0.298 -5.434
C 0.875 -0.473 -4.491
C 0.783 -1.739 -3.656
C -1.066 0.776 -5.478
O -1.809 0.984 -6.431
C -1.020 1.744 -4.333
C -0.753 3.079 -4.591
C -0.765 3.977 -3.539
C -1.049 3.500 -2.268
N -1.336 2.226 -2.011
C -1.332 1.367 -3.031
H -1.529 -2.963 -7.138
H -2.434 -1.691 -6.297
H -1.390 -2.776 -5.374
H -0.493 -0.712 -7.449
H 0.613 -1.796 -6.584
H 0.917 0.398 -3.844
H 1.799 -0.489 -5.081
H -0.141 -1.783 -3.078
H 1.622 -1.769 -2.955
H 0.840 -2.631 -4.288
H -0.533 3.393 -5.604
H -0.548 5.026 -3.696
H -1.069 4.175 -1.419
H -1.573 0.338 -2.783
O -4.832 1.858 2.953
N -4.145 2.713 0.825
O -3.758 3.662 0.190
O -3.803 1.541 0.578
Cl 5.690 -4.985 1.015
C 4.493 -3.705 0.907
C 4.882 -2.397 1.122
C 3.926 -1.392 1.032
C 2.604 -1.678 0.715
C 1.572 -0.584 0.607
C 2.243 -3.007 0.507
C 3.180 -4.026 0.604
H 5.913 -2.167 1.358
H 4.217 -0.365 1.221
H 0.896 -0.806 -0.218
H 2.057 0.371 0.404
H 1.214 -3.246 0.269
H 2.897 -5.056 0.436
```

Atomic partial charges in e from the Löwdin method, atoms 1 to 8: 1.48, 0.04, -0.59, -0.23, -0.58, 0.02, -0.22, 0.10


Here is a molecular structure, C33H33IrN2O3STe from the Open Molecules 2025 dataset. Energies are from ωB97M-V with the def2-TZVPD basis set.

- 2S+1 = 2
- HOMO-LUMO gap (spin up / spin down) (eV) = 4.0 / 4.7
- LUMO (spin up / spin down) (eV) = -6.15 / -5.81
- charge = +1
- HOMO (spin up / spin down) (eV) = -10.14 / -10.53

Geometry as XYZ:
```
74
C33H33IrN2O3STe, DFT ωB97M-V with the def2-TZVPD basis set
Ir -0.227 -0.077 0.257
O 2.015 -2.292 -0.742
S 2.827 -1.232 -0.231
O 3.948 -0.783 -0.999
N 1.795 0.055 0.058
C 2.315 1.360 0.164
C 3.632 1.756 0.212
C 3.971 3.123 0.275
C 3.022 4.102 0.264
C 1.657 3.736 0.225
C 0.601 4.666 0.176
C -0.693 4.224 0.150
C -0.947 2.852 0.201
N 0.021 1.950 0.245
C 1.323 2.370 0.222
C 3.392 -1.652 1.388
C 4.722 -1.443 1.716
C 5.156 -1.763 2.996
C 4.266 -2.285 3.921
C 2.933 -2.487 3.579
C 2.487 -2.164 2.310
H 4.420 1.024 0.171
H 5.018 3.392 0.319
H 3.291 5.149 0.287
H 0.828 5.725 0.148
H -1.527 4.909 0.100
H -1.961 2.476 0.216
H 5.405 -1.056 0.972
H 6.191 -1.605 3.267
H 4.610 -2.538 4.915
H 2.243 -2.897 4.306
H 1.450 -2.298 2.032
Te -2.378 -0.129 1.604
C -5.197 0.485 0.447
C -5.776 0.193 1.652
C -7.162 0.027 1.627
C -7.861 0.151 0.434
C -7.198 0.453 -0.745
C -5.812 0.635 -0.756
H -5.226 0.096 2.575
H -7.681 -0.199 2.549
H -8.934 0.014 0.425
H -7.746 0.560 -1.672
H -5.292 0.890 -1.668
C -0.787 -0.969 -3.534
C -1.635 -1.006 -2.256
C -2.997 -0.363 -2.448
C -1.702 -2.409 -1.731
C -2.474 -3.350 -2.380
C -2.469 -4.682 -1.984
C -1.633 -5.123 -0.962
C -0.830 -4.243 -0.276
C 0.170 -4.720 0.742
C 1.161 -5.692 0.093
C -0.517 -5.344 1.959
C -0.929 -2.839 -0.595
O -0.338 -2.029 0.216
H -0.721 0.050 -3.917
H -1.240 -1.598 -4.302
H 0.222 -1.336 -3.344
H -1.068 -0.396 -1.523
H -3.526 -0.817 -3.288
H -2.881 0.701 -2.666
H -3.607 -0.474 -1.555
H -3.085 -3.053 -3.222
H -3.095 -5.392 -2.509
H -1.605 -6.176 -0.714
H 0.741 -3.857 1.069
H 0.659 -6.586 -0.282
H 1.903 -6.005 0.828
H 1.683 -5.213 -0.735
H -1.078 -6.239 1.685
H -1.207 -4.641 2.429
H 0.231 -5.631 2.699
```

Atomic partial charges in e from the Löwdin method, atoms 1 to 8: 0.99, -0.28, 0.63, -0.27, -0.25, -0.25, 0.01, -0.04


Here is a molecular structure, C33H33N5O5PRbS from the Open Molecules 2025 dataset. Energies are from ωB97M-V with the def2-TZVPD basis set.

- 2S+1 = 1
- HOMO-LUMO gap (spin up / spin down) (eV) = 5.1 / 2.2
- LUMO (spin up / spin down) (eV) = 3.82 / 3.73
- charge = -2
- HOMO (spin up / spin down) (eV) = -1.27 / 1.54

Geometry as XYZ:
```
79
C33H33N5O5PRbS, DFT ωB97M-V with the def2-TZVPD basis set
Rb -0.092 -0.129 -1.136
O -1.494 -1.698 -3.978
C -1.261 -2.550 -5.022
C 0.083 -3.282 -4.877
N 0.258 -4.016 -3.806
C -0.823 -4.716 -3.077
C -0.989 -4.116 -1.708
O -1.022 -2.850 -1.747
O -0.923 -4.862 -0.695
C 1.546 -4.460 -3.227
C 2.273 -3.279 -2.501
O 3.199 -3.417 -1.717
O 1.615 -2.057 -2.631
H -1.480 -2.208 -3.121
H -1.292 -2.084 -5.976
H -2.069 -3.306 -5.155
H 0.815 -2.320 -3.151
H 0.830 -3.283 -5.646
H -0.519 -5.783 -2.989
H -1.754 -4.608 -3.653
H 2.096 -4.852 -4.047
H 1.274 -5.122 -2.357
C -2.330 3.360 -5.120
N -1.274 3.870 -4.312
C -1.012 5.203 -4.029
C 0.146 5.267 -3.387
N 0.664 3.973 -3.246
C -0.181 3.104 -3.868
S 0.110 1.541 -4.242
C 1.695 3.704 -2.313
C 3.004 3.919 -2.655
C 3.882 3.957 -1.572
C 3.444 3.706 -0.297
C 2.166 3.381 -0.062
N 1.289 3.262 -1.107
H -1.985 3.341 -6.161
H -3.245 3.964 -5.005
H -2.614 2.361 -4.793
H -1.606 6.081 -4.348
H 0.678 6.127 -3.033
H 3.262 3.955 -3.725
H 4.874 4.316 -1.805
H 4.148 3.691 0.525
H 1.729 3.147 0.915
N -0.119 0.339 1.397
P -0.349 -0.021 2.897
C -1.427 -1.450 3.064
C -1.397 -2.368 2.054
C -2.272 -3.437 1.995
C -3.219 -3.597 3.011
C -3.214 -2.663 4.075
C -2.346 -1.643 4.115
C -1.008 1.300 3.895
C -1.344 1.144 5.208
C -2.146 2.065 5.894
C -2.449 3.242 5.211
C -2.132 3.447 3.894
C -1.322 2.535 3.255
C 1.295 -0.389 3.628
C 2.427 -0.281 2.823
C 3.732 -0.576 3.345
C 3.840 -0.919 4.684
C 2.729 -0.993 5.480
C 1.450 -0.808 4.994
H -0.572 -2.370 1.282
H -2.282 -4.024 1.095
H -3.904 -4.419 2.985
H -3.914 -2.788 4.902
H -2.449 -0.888 4.873
H -0.843 0.323 5.784
H -2.557 1.895 6.880
H -2.997 4.010 5.802
H -2.445 4.295 3.327
H -1.009 2.682 2.174
H 2.280 0.003 1.779
H 4.580 -0.568 2.683
H 4.789 -1.147 5.130
H 2.809 -1.328 6.525
H 0.673 -0.837 5.717
```

Atomic partial charges in e from the Löwdin method, atoms 1 to 8: 0.70, -0.10, -0.30, -0.11, -0.19, -0.08, -0.64, -0.13


Here is a molecular structure, C33H34AsN5O4Tm from the Open Molecules 2025 dataset. Energies are from ωB97M-V with the def2-TZVPD basis set.

- 2S+1 = 3
- HOMO-LUMO gap (spin up / spin down) (eV) = 6.8 / 6.8
- LUMO (spin up / spin down) (eV) = -3.86 / -3.86
- charge = +1
- HOMO (spin up / spin down) (eV) = -10.70 / -10.70

Geometry as XYZ:
```
78
C33H34AsN5O4Tm, DFT ωB97M-V with the def2-TZVPD basis set
Tm 11.246 11.974 9.580
O 6.186 13.959 6.087
C 7.292 13.557 6.541
O 8.207 12.969 5.958
C 7.519 13.816 8.069
C 8.394 14.821 8.532
C 9.396 14.433 9.427
N 9.378 13.196 9.960
C 8.219 12.486 9.895
C 7.183 12.844 9.029
C 8.195 11.171 10.540
C 7.038 10.629 11.142
C 7.075 9.348 11.690
C 8.260 8.586 11.564
C 9.342 9.161 10.875
N 9.360 10.435 10.417
C 10.653 15.210 9.629
C 10.710 16.610 9.713
C 11.955 17.235 9.823
C 13.137 16.440 9.765
C 12.984 15.064 9.624
N 11.769 14.439 9.611
H 8.446 15.825 8.115
H 6.301 12.213 8.994
H 6.141 11.242 11.207
H 6.191 8.943 12.137
H 8.381 7.599 11.984
H 10.267 8.615 10.716
H 9.795 17.189 9.688
H 11.998 18.318 9.929
H 14.119 16.867 9.805
H 13.837 14.394 9.502
N 11.430 11.929 11.904
C 12.695 12.453 12.448
C 13.858 12.181 11.443
O 14.970 11.929 11.935
O 13.453 12.235 10.226
H 10.638 12.398 12.378
H 11.296 10.943 12.133
H 12.940 12.022 13.438
H 12.610 13.526 12.592
C 12.148 7.618 8.477
As 12.648 9.391 9.166
C 13.487 8.685 10.811
C 14.310 9.846 8.080
C 15.496 8.999 8.440
C 16.338 9.405 9.510
C 17.416 8.589 9.853
C 17.608 7.334 9.237
C 16.781 6.959 8.172
C 15.733 7.788 7.771
H 13.057 6.999 8.351
H 11.626 7.701 7.517
H 11.477 7.113 9.195
H 14.010 7.741 10.611
H 12.726 8.499 11.591
H 14.208 9.390 11.218
H 14.424 10.919 8.316
H 13.989 9.749 7.029
H 16.120 10.323 10.038
H 18.089 8.852 10.641
H 18.414 6.683 9.554
H 16.939 6.024 7.635
H 15.077 7.518 6.952
N 10.589 11.872 7.237
C 11.565 12.517 6.403
C 12.531 11.795 5.705
C 13.550 12.497 5.024
C 13.607 13.883 5.052
C 12.591 14.608 5.708
C 11.515 13.930 6.315
H 10.528 10.872 7.043
H 9.662 12.299 7.004
H 12.513 10.703 5.693
H 14.283 11.943 4.449
H 14.441 14.384 4.567
H 12.628 15.710 5.780
H 10.696 14.496 6.731
```

Atomic partial charges in e from the Löwdin method, atoms 1 to 8: 1.31, 0.01, -0.66, 0.02, -0.03, 0.07, -0.21, -0.03


Here is a molecular structure, C33H34N5PbS3 from the Open Molecules 2025 dataset. Energies are from ωB97M-V with the def2-TZVPD basis set.

- 2S+1 = 1
- HOMO-LUMO gap (eV) = 4.8
- LUMO (eV) = -11.32
- charge = +3
- HOMO (eV) = -16.15

Geometry as XYZ:
```
76
C33H34N5PbS3, DFT ωB97M-V with the def2-TZVPD basis set
Pb 0.413 -0.282 -0.099
S 4.692 0.014 1.516
C 4.905 -0.073 -0.180
C 3.737 -0.244 -0.859
C 2.702 -0.285 0.088
C 2.991 -0.199 1.412
C 2.082 -0.379 2.548
C 2.482 -0.384 3.875
C 1.540 -0.618 4.862
C 0.221 -0.868 4.499
C -0.102 -0.863 3.158
N 0.807 -0.610 2.208
H 5.895 0.019 -0.604
H 3.650 -0.324 -1.932
H 3.523 -0.218 4.125
H 1.834 -0.628 5.904
H -0.547 -1.086 5.232
H -1.105 -1.099 2.825
S -2.210 0.009 0.416
C -2.278 1.244 1.591
N -3.285 1.278 2.415
C -3.319 2.276 3.498
C -2.875 3.602 2.964
N -1.556 3.463 2.334
C -0.651 4.641 2.443
C 0.554 4.443 3.338
C 0.370 4.140 4.686
C 1.458 4.055 5.540
C 2.743 4.252 5.048
C 2.931 4.538 3.703
C 1.839 4.644 2.852
C -1.236 2.373 1.678
S 0.228 2.290 0.873
C -4.370 0.245 2.472
C -4.096 -0.779 3.553
C -4.471 -0.522 4.870
C -4.195 -1.441 5.872
C -3.555 -2.634 5.563
C -3.188 -2.902 4.251
C -3.457 -1.980 3.248
H -2.678 1.941 4.315
H -4.335 2.350 3.871
H -2.802 4.318 3.776
H -3.588 3.995 2.235
H -1.264 5.441 2.853
H -0.344 4.937 1.439
H -0.633 4.025 5.091
H 1.303 3.877 6.597
H 3.590 4.214 5.721
H 3.927 4.724 3.320
H 1.986 4.941 1.818
H -4.470 -0.222 1.498
H -5.290 0.785 2.686
H -5.001 0.393 5.119
H -4.497 -1.234 6.891
H -3.362 -3.361 6.342
H -2.721 -3.848 4.004
H -3.214 -2.214 2.217
N 0.075 -2.548 -0.031
C -0.009 -3.714 -0.088
N -0.108 -4.989 -0.145
C -0.457 -5.696 -1.413
C 0.720 -6.558 -1.851
C 1.145 -7.501 -0.722
C 1.486 -6.720 0.551
C 0.298 -5.871 0.983
H -0.742 -4.968 -2.169
H -1.321 -6.327 -1.199
H 1.555 -5.912 -2.137
H 0.416 -7.122 -2.733
H 2.003 -8.093 -1.035
H 0.339 -8.211 -0.511
H 2.349 -6.071 0.373
H 1.739 -7.399 1.366
H 0.517 -5.265 1.860
H -0.553 -6.515 1.209
```

Atomic partial charges in e from the Löwdin method, atoms 1 to 8: 1.24, 1.17, -0.33, -0.15, -0.31, -0.51, -0.29, 0.03


Listing energy relative to the best compared isomer or geometry (same formula, charge and spin) for the structures above in their given order: 13.4; 0.0; 90.3; 73.6; 0.0; 21.1 kcal per mole.
Listing electronic energy for the structures above in their given order: -120296.56625; -99640.35483; -64836.40836; -73220.27153; -140780.02693; -79950.63935 eV.